[1]
Below is C16H25N5O6Sc as an isolated structure, with properties calculated with the ωB97M-V functional and the def2-TZVPD basis.

Positions of all 53 atoms, in Å:
O1 0.37324 0.14112 -4.96745
H1 0.56449 0.31699 -5.91650
Sc1 0.80049 0.18523 -0.64626
N1 1.25524 -1.64888 -2.10823
N2 -0.46128 -1.69929 -0.32198
N3 0.68296 2.62427 -0.71435
N4 -1.12802 1.18310 0.06327
O2 2.12261 -1.66697 -3.22722
O3 1.43754 3.31562 -1.51519
O4 -2.33568 0.51438 0.05021
O5 -1.39710 -1.67070 0.61015
C1 -0.25200 -2.90432 -0.90585
C2 0.86773 -2.88953 -1.79565
C3 -0.22176 3.32125 -0.00586
C4 -1.24171 2.46887 0.49987
C5 1.48890 -4.09446 -2.42301
H2 1.20821 -4.19732 -3.48372
H3 1.17590 -5.01107 -1.90427
H4 2.58406 -4.03563 -2.35898
C6 -1.09811 -4.10947 -0.63620
H5 -2.03831 -4.06576 -1.21744
H6 -1.35038 -4.18637 0.43267
H7 -0.57093 -5.02434 -0.94961
C7 -0.16965 4.79112 0.25315
C8 -2.33409 2.97225 1.40471
H8 0.59162 5.25984 -0.38408
H9 0.07178 4.96751 1.31798
H10 -1.15718 5.24504 0.05390
H11 -3.08172 2.18940 1.58983
H12 -2.84315 3.84836 0.95579
H13 -1.91287 3.30254 2.38005
H14 1.80243 1.94249 -2.23012
H15 -2.02156 -0.49383 0.27422
C9 -1.01920 -0.16347 -4.85005
H16 -1.19404 -1.22618 -5.07153
H17 -1.63018 0.43696 -5.53076
H18 -1.27535 0.00472 -3.78172
O6 1.77247 0.92900 -2.29905
H19 1.67020 -1.14941 -3.95371
H20 1.63218 0.67013 -3.23135
N5 2.00870 0.06974 1.00907
C10 1.37791 0.02922 2.00773
C11 0.91356 -0.01977 3.33456
C12 -0.45754 0.10967 3.65521
C13 -0.82046 0.09981 4.99766
C14 0.16433 -0.05469 5.97635
C15 1.51641 -0.20201 5.64988
C16 1.89591 -0.18223 4.31609
H21 -1.19312 0.20611 2.85984
H22 -1.87297 0.21733 5.27029
H23 -0.12824 -0.05863 7.02749
H24 2.28363 -0.32469 6.41910
H25 2.94413 -0.28304 4.02104

## Properties
Spin multiplicity: 1
Charge: +1
Orbital gap (spin up / spin down) in eV: 6.32 / 6.24
E_HOMO (spin up / spin down) in Eh: -0.3779 / -0.3748

***

[2]
Below is a 2-piece molecular cluster, C6H12NO3S2 overall, with properties calculated with the ωB97M-V functional and the def2-TZVPD basis.

Positions of all 24 atoms, in Å:
C1 3.39176 -0.61925 -0.88973
C2 -1.22730 -0.00923 0.56877
C3 -2.94947 1.69178 1.34422
C4 -2.81094 0.97952 -1.14530
C5 3.05857 -2.97553 -0.54555
C6 -1.97110 1.31255 0.16638
N1 2.87510 0.56998 -0.64674
O1 4.28188 -0.71551 -1.73100
O2 3.16616 0.64709 1.87072
O3 2.82062 -1.60980 -0.19973
S1 -0.80893 2.51290 -0.26050
S2 2.58456 1.33904 0.74156
H1 -1.98561 -0.81576 0.43809
H2 -0.29313 -0.40313 0.00264
H3 -0.98440 0.09197 1.63716
H4 -3.37932 2.68796 1.38945
H5 -2.39422 1.46803 2.21664
H6 -3.74988 0.91104 1.28080
H7 -3.57852 1.79683 -1.13561
H8 -2.15603 1.10877 -2.01227
H9 -3.20535 0.05848 -1.23429
H10 2.69224 -3.49776 0.23033
H11 4.15954 -3.20822 -0.63467
H12 2.46378 -3.32173 -1.45139

## Properties
Spin multiplicity: 1
Charge: -1
Orbital gap (spin up / spin down) in eV: 4.77 / 4.76
E_HOMO (spin up / spin down) in Eh: -0.1079 / -0.1077

***

[3]
Below is C21H28Cl3FeO4 as an isolated structure, with properties calculated with the ωB97M-V functional and the def2-TZVPD basis.

Positions of all 57 atoms, in Å:
O1 0.33848 0.01284 0.43301
C1 0.17288 -0.51184 -0.90230
C2 1.53796 -1.16441 -0.83528
H1 0.10691 0.30879 -1.61818
H2 -0.68719 -1.19107 -0.96310
C3 1.61414 -0.63261 0.60420
H3 2.25506 -0.57838 -1.38860
H4 1.56595 -2.24388 -1.01665
C4 2.65195 0.44455 0.84820
H5 2.58826 1.21764 0.07606
H6 3.65929 0.01802 0.84112
H7 2.46323 0.90804 1.81713
C5 1.60187 -1.72258 1.63253
H8 0.92857 -2.52179 1.31847
H9 1.27708 -1.33763 2.59553
H10 2.61277 -2.13267 1.73462
Fe1 -2.21319 0.49878 1.96723
C6 -3.31250 -1.02506 3.26551
C7 -4.10158 -0.87830 2.07715
C8 -3.31009 -1.33575 0.96843
H11 -5.13670 -0.55637 2.02722
C9 -2.05721 -1.81190 1.47642
C10 -2.03772 -1.58618 2.89179
H12 -1.23184 -1.88323 3.55999
H13 -3.66142 -0.82981 4.27995
H14 -3.63510 -1.39883 -0.06603
H15 -1.32064 -2.37453 0.91157
C11 -2.37307 1.97456 3.77305
C12 -1.41111 0.97318 4.12261
C13 -0.29897 1.08125 3.22861
H16 -1.45701 0.30791 4.98808
C14 -0.58180 2.14924 2.30760
C15 -1.85348 2.71654 2.66146
H17 -2.28321 3.61552 2.23253
H18 -3.30140 2.19730 4.30698
H19 0.64148 0.54933 3.31083
H20 0.09554 2.53242 1.55219
O2 2.48249 -0.42163 -3.10372
C16 3.81315 -1.03372 -2.96747
C17 4.51187 -1.03740 -4.33590
H21 3.70883 -2.06638 -2.57614
H22 4.38521 -0.44915 -2.22486
C18 3.40311 -0.63373 -5.34083
H23 4.95751 -2.01450 -4.54318
H24 5.31644 -0.29022 -4.32899
C19 2.27871 -0.03155 -4.47782
H25 3.03507 -1.52637 -5.86080
H26 3.75523 0.07690 -6.09004
H27 1.28754 -0.38656 -4.78133
H28 2.30773 1.07120 -4.52833
Cl1 -5.26970 3.21653 -1.46403
C20 -3.71488 2.37776 -1.38536
Cl2 -3.69907 1.00603 -2.53830
Cl3 -2.37508 3.51868 -1.71045
C21 -3.44335 1.77068 0.07420
O3 -4.26334 1.95100 0.98839
O4 -2.32360 1.11334 0.17500

## Properties
Spin multiplicity: 6
Orbital gap (spin up / spin down) in eV: 8.21 / 8.16
E_HOMO (spin up / spin down) in Eh: -0.2810 / -0.3080

***

How do the records compare in F_max? In the order shown, they have 3.14, 6.13, 2.95 eV Å⁻¹.